(1)
Molecular formula: C18H51InN3NaO10S
Method: DFT, the ωB97M-V functional and the def2-TZVPD basis

XYZ file:
```
85
Properties=species:S:1:pos:R:3
In -1.60199 -3.52621 1.72900
Na 0.87327 2.73387 1.89986
S 0.09660 -0.62328 0.75392
O 1.15034 -0.84987 -0.19664
O -1.16349 -1.16362 0.28630
O 0.27064 -1.38080 1.97912
O -0.00383 0.79085 1.04750
C -0.22625 3.73048 -2.93578
C -0.56234 3.02068 -1.68650
C -1.56985 1.88315 -1.92935
O -2.81612 2.54499 -2.14969
C -3.83560 1.66651 -2.62448
N 0.51593 2.48763 -0.93117
H 0.24909 2.94640 -3.52515
H 0.52202 4.49862 -2.74044
H -0.99340 4.27277 -3.48852
H -0.88919 3.76165 -0.95696
H -1.49062 1.08079 -1.19584
H -1.25744 1.38406 -2.84665
H -3.43052 1.06942 -3.44150
H -4.68870 2.21898 -3.01832
H -4.17354 0.96756 -1.85940
H 0.99736 1.95983 -1.64515
H 0.10339 1.83524 -0.27978
C 1.06642 -5.63674 -1.23268
C 0.91404 -4.13592 -1.33167
C -0.40247 -3.55480 -2.01228
O -1.59619 -4.11379 -1.34992
C -2.61135 -4.39371 -2.23718
N 0.99667 -3.71469 0.06629
H 0.89473 -6.08405 -2.21172
H 0.34309 -6.07120 -0.54264
H 2.03340 -5.93158 -0.82508
H 1.70867 -3.70569 -1.94124
H -0.40743 -3.89797 -3.04684
H -0.45068 -2.46687 -1.96551
H -3.46480 -4.79503 -1.69069
H -2.25515 -5.06506 -3.01853
H -2.92565 -3.48783 -2.75555
H 1.41708 -2.79681 0.09555
H 1.63765 -4.35936 0.50635
C -4.89434 1.99628 1.25152
C -3.34186 2.12069 1.53364
C -3.18409 2.93218 2.86802
O -1.80566 2.97782 3.25049
C -1.73269 3.37946 4.61150
N -2.73322 0.83164 1.59576
H -5.36718 1.38426 2.01961
H -5.01344 1.48233 0.29770
H -5.49594 2.90203 1.32761
H -2.83867 2.62927 0.71130
H -3.75491 2.40004 3.62900
H -3.61139 3.93227 2.79513
H -2.18639 4.34898 4.81714
H -0.69540 3.40844 4.94511
H -2.18839 2.52427 5.11059
H -2.58854 0.34935 0.72023
H -1.76217 0.99955 1.81699
C 5.24186 2.19369 0.54228
C 4.26732 1.05274 0.50459
O 2.99234 1.39306 0.97788
H 5.46355 2.45777 1.57631
H 4.88201 3.09754 0.05070
H 6.15654 1.88560 0.03579
H 4.55563 0.18368 1.09594
H 4.23306 0.77005 -0.54757
H 2.35510 0.77497 0.61251
C 0.95328 -0.17207 -4.42497
C 2.12862 -0.22534 -3.40588
O 1.84707 0.49272 -2.26892
H 1.19676 -0.69322 -5.35083
H 0.67850 0.82969 -4.75526
H 0.09881 -0.62353 -3.92085
H 2.94794 0.22793 -3.96388
H 2.36590 -1.26868 -3.19796
H 1.77182 -0.14672 -1.55684
C 3.30876 -1.96254 5.34493
C 2.93534 -1.81277 3.83867
O 1.91922 -0.82777 3.78445
H 4.13378 -1.27899 5.54544
H 3.69999 -2.96039 5.54323
H 2.45702 -1.74097 5.98800
H 2.60744 -2.77997 3.45772
H 3.80131 -1.48117 3.26576
H 1.22152 -1.08273 3.17634
```

Values from the calculation:
Total charge   +2
Frontier orbital gap   2.585 eV
ΔE to the lowest compared entry with this formula, charge and spin   41.2 kcal/mol
Electronic energy   -2382.92274 a.u.

Here are the Mulliken charges for atoms 1 to 8, given in e: atom 1 (In): 0.927, atom 2 (Na): 0.877, atom 3 (S): 1.667, atom 4 (O): -0.748, atom 5 (O): -1.275, atom 6 (O): -0.955, atom 7 (O): -0.586, atom 8 (C): -1.272

(2)
Molecular formula: C4H12ClN2Si
Method: DFT, the ωB97M-V functional and the def2-TZVPD basis

XYZ file:
```
20
Properties=species:S:1:pos:R:3
C -0.10570 -0.35510 -0.92306
C -2.46922 -0.79571 -1.11000
C 0.54009 2.20102 0.76754
C 1.01345 0.01753 -0.01877
N -1.31584 -0.26560 -0.47108
N 0.65062 0.80974 1.04722
Si 1.60190 -1.79232 0.66588
Cl 2.34497 0.57222 -1.07481
H -2.51183 -1.90628 -1.03366
H -2.63258 -0.20380 -2.00760
H -3.24327 -0.44000 -0.42841
H 0.12023 2.72256 1.57740
H 1.48479 2.83127 0.46514
H -0.18552 2.28278 -0.15837
H -0.09073 -0.64749 -1.93388
H -1.45591 0.16275 0.42144
H 1.15621 0.55645 1.89680
H 2.85856 -1.35958 1.01675
H 1.48184 -2.64775 -0.49110
H 0.75796 -1.74269 1.79258
```

Values from the calculation:
Total charge   +1
Frontier orbital gap   9.350 eV
SMILES   CN[C@]([SiH3])(Cl)/C=[NH+]/C
ΔE to the lowest compared entry with this formula, charge and spin   26.1 kcal/mol
Electronic energy   -1018.48137 a.u.

Here are the natural (NBO) charges for atoms 1 to 8, given in e: atom 1 (C): 0.248, atom 2 (C): -0.453, atom 3 (C): -0.424, atom 4 (C): -0.227, atom 5 (N): -0.436, atom 6 (N): -0.657, atom 7 (Si): 0.932, atom 8 (Cl): -0.026

(3)
Molecular formula: C30H46BrN3P2Ru
Method: DFT, the ωB97M-V functional and the def2-TZVPD basis

XYZ file:
```
83
Properties=species:S:1:pos:R:3
N -7.00571 5.29020 -5.45344
C -6.77248 5.89731 -4.28961
C -5.98805 5.30859 -3.28777
C -5.38972 4.05184 -3.53214
C -5.66641 3.42242 -4.76240
C -6.48476 4.08454 -5.69313
C -4.50612 3.45667 -2.54384
Ru -0.55994 -0.50947 1.49549
P 6.10553 -1.16483 0.29062
C -3.57061 2.50962 -2.82349
C -2.70850 1.95058 -1.81742
C -1.49580 1.32971 -2.18711
C -0.61918 0.80764 -1.22909
C -1.01856 0.83240 0.11744
C -2.19902 1.50522 0.51252
C -3.05358 2.02822 -0.44973
Br 1.91541 -0.20448 1.30196
H -4.56307 3.89637 -1.54571
H -3.38313 2.20807 -3.85662
H -5.82767 5.83647 -2.35165
H -5.26081 2.43899 -4.99487
H -7.22378 6.88712 -4.13454
H -6.70436 3.61302 -6.65731
H -1.25446 1.27301 -3.24940
H -4.00090 2.46570 -0.12941
H 0.34379 0.39009 -1.49415
H -2.48180 1.57716 1.56028
P -0.49996 -2.32670 0.33733
C 5.59578 0.59961 0.50041
C 6.69451 1.56562 0.02425
H 5.36603 0.75939 1.56444
H 4.66343 0.74432 -0.06419
H 6.50609 2.56599 0.42928
H 7.68681 1.23847 0.36139
H 6.70859 1.64322 -1.06991
C 5.34161 -1.60649 -1.32736
C 6.06036 -2.77045 -2.02307
H 5.40053 -0.69506 -1.94211
H 4.28139 -1.83438 -1.14380
H 5.76119 -2.79736 -3.07666
H 7.15016 -2.64759 -1.97800
H 5.80175 -3.73618 -1.57309
C 5.09536 -2.12424 1.49360
C 5.85547 -2.34370 2.80898
H 4.82540 -3.08110 1.01766
H 4.16414 -1.55634 1.65638
H 5.30414 -3.06163 3.42761
H 6.86570 -2.73585 2.62640
H 5.93844 -1.40232 3.36978
C -0.30091 -3.77723 1.46030
C -1.45437 -4.77248 1.51997
H -0.07283 -3.37629 2.45939
H 0.61896 -4.27818 1.12861
H -2.36496 -4.33834 1.94413
H -1.68439 -5.19749 0.53799
H -1.17016 -5.60838 2.16663
C 0.71922 -2.62439 -0.99092
C 0.21062 -2.68878 -2.42688
H 1.20929 -3.56980 -0.71476
H 1.47092 -1.83246 -0.84974
H -0.38772 -3.58955 -2.60601
H -0.37805 -1.80974 -2.71143
H 1.08099 -2.73968 -3.09065
C -2.18943 -2.37959 -0.33718
C -3.13244 -1.77705 0.69614
H -2.42673 -3.42284 -0.57909
H -2.19963 -1.81012 -1.27801
H -3.89182 -1.16181 0.19850
H -3.65131 -2.55449 1.26893
H -2.59764 -1.10538 1.41927
N -0.86779 -0.82968 4.51608
C -0.81004 0.51407 4.38367
C -0.88525 1.41904 5.46670
C -0.69849 2.76833 5.21035
C -0.41243 3.18550 3.90898
C -0.36366 2.24657 2.88514
N -0.65681 0.95797 3.11829
H -0.70694 -1.41385 3.68202
H -0.96291 -1.26732 5.42027
H -1.11873 1.02423 6.45567
H -0.76181 3.50044 6.01415
H -0.21645 4.22111 3.65309
H -0.13951 2.50824 1.85557
```

Values from the calculation:
Spin multiplicity   5
Total charge   +4
Frontier orbital gap (spin up / spin down)   5.978 / 4.446 eV
ΔE to the lowest compared entry with this formula, charge and spin   0.0 kcal/mol
<S²>   6.082
Electronic energy   -4685.04364 a.u.

Here are the Mulliken charges for atoms 1 to 8, given in e: atom 1 (N): 0.064, atom 2 (C): -0.380, atom 3 (C): -0.386, atom 4 (C): 0.747, atom 5 (C): -0.406, atom 6 (C): -0.401, atom 7 (C): -0.111, atom 8 (Ru): -0.390

> Look up the total charge of the first one.

+2